Entry 1:
C3H2N3OS | ωB97M-V with the def2-TZVPD basis set

## Properties
Frontier orbital gap (spin up / spin down) ... 6.3 / 6.3 eV
Total charge ... -1
E_HOMO (spin up / spin down) ... -3.22 / -3.21 eV

```
10
Properties=species:S:1:pos:R:3:forces:R:3:nbo_charge:R:1
C 0.63629 1.30772 0.17861 0.665 -2.478 -0.873 0.18
C -1.28989 -0.23329 0.08099 -0.740 0.058 0.467 0.19
C -2.33374 -1.11734 -0.10826 0.140 0.051 -0.036 0.19
N -0.44492 0.61827 -0.10786 0.883 -0.332 0.186 -0.36
N 1.93765 0.88772 0.39550 0.183 0.319 0.184 -0.35
N 2.55845 -0.02549 -0.26083 -3.810 1.060 -1.368 -0.38
O -3.53104 -1.05009 0.27485 1.119 -0.024 -0.665 -0.68
S 3.92801 -0.71189 0.05396 1.827 -0.456 1.078 -0.09
H 0.40254 2.31668 0.12066 0.353 2.042 0.654 0.17
H -1.86334 -1.99228 -0.62761 -0.619 -0.239 0.373 0.12
```
Positions in Å, forces in eV/Å.

---

Entry 2:
C3H2N3S | ωB97M-V with the def2-TZVPD basis set

## Properties
Frontier orbital gap (spin up / spin down) ... 6.5 / 6.5 eV
Total charge ... +1
E_HOMO (spin up / spin down) ... -14.10 / -14.10 eV

```
9
Properties=species:S:1:pos:R:3:forces:R:3:nbo_charge:R:1
C -0.69729 1.35099 0.01752 1.307 -2.348 -0.823 -0.11
C -0.19511 0.88467 -1.21363 2.282 -3.517 -1.562 -0.38
C 0.59800 -1.19281 0.25667 -1.748 4.630 -2.152 -0.26
N 0.77595 -2.63836 2.10586 0.089 -0.983 0.806 0.25
N -0.63679 0.78826 1.11098 1.134 -2.670 0.830 0.02
N 0.73463 -2.04525 1.17052 0.510 -0.292 0.459 0.03
S 0.75683 -0.57888 -1.27616 -1.775 0.700 2.314 0.85
H -0.99847 2.31947 0.08396 -1.498 3.225 0.099 0.31
H -0.33774 1.11191 -2.25573 -0.302 1.255 0.028 0.28
```
Positions in Å, forces in eV/Å.

---

Entry 3:
C3H2N4O | ωB97M-V with the def2-TZVPD basis set

## Properties
Frontier orbital gap ... 8.9 eV
Total charge ... 0
E_HOMO ... -10.21 eV

```
10
Properties=species:S:1:pos:R:3:forces:R:3:nbo_charge:R:1
C 1.04369 -1.72087 -0.69647 -6.265 -2.840 1.324 0.34
C 0.30580 -0.33279 -0.28657 0.360 -0.847 1.481 0.31
C -0.91874 0.84398 1.25103 -0.027 -5.243 3.634 0.26
H 2.07599 -1.60435 -1.27279 -2.105 -0.998 1.254 0.20
H -1.40605 0.78423 2.34992 0.782 0.549 -2.957 0.21
N -0.36280 -0.34837 0.87752 -0.232 0.695 -0.192 -0.40
N -0.76228 1.92914 0.61398 0.032 2.580 -0.291 -0.26
N -0.02414 1.91962 -0.44048 0.557 -0.417 -2.388 0.05
N 0.46319 0.78897 -0.97495 0.309 0.770 0.434 -0.25
O 0.19347 -2.74342 -0.40219 6.589 5.751 -2.300 -0.46
```
Positions in Å, forces in eV/Å.

---

Entry 4:
C3H2N4O | ωB97M-V with the def2-TZVPD basis set

## Properties
Frontier orbital gap ... 8.3 eV
Total charge ... 0
E_HOMO ... -10.29 eV

```
10
Properties=species:S:1:pos:R:3:forces:R:3:nbo_charge:R:1
C 0.98217 0.05130 0.04099 0.996 0.550 -1.467 0.46
C 0.13953 1.37634 -0.28675 -3.914 -0.562 2.772 -0.02
C 0.25839 -1.30782 -0.00160 1.805 -0.875 1.800 -0.01
H 0.51711 2.28249 -0.57946 1.876 1.764 -0.975 0.22
H 1.09482 -1.94225 0.23052 0.002 -1.193 -0.376 0.21
N -1.14682 1.61100 0.11380 3.478 -2.794 -1.462 -0.15
N -1.43439 0.30687 0.62930 -0.649 -3.000 -2.125 -0.06
N -1.71381 -0.55798 -0.30494 1.390 2.463 2.335 -0.04
N -0.91641 -1.79960 -0.01726 -0.970 2.611 -0.269 -0.16
O 2.21942 -0.02034 0.17541 -4.014 1.037 -0.233 -0.45
```
Positions in Å, forces in eV/Å.

---

Entry 5:
C3H2N4O | ωB97M-V with the def2-TZVPD basis set

## Properties
Frontier orbital gap (spin up / spin down) ... 8.9 / 7.8 eV
Total charge ... 0
E_HOMO (spin up / spin down) ... -10.68 / -10.79 eV

```
10
Properties=species:S:1:pos:R:3:forces:R:3:nbo_charge:R:1
C 2.03537 -0.50454 -1.99754 3.204 2.788 -2.265 0.69
C -1.49634 0.91732 1.41444 0.876 1.366 -1.214 -0.18
C -0.61318 1.35096 0.35280 -0.573 -1.172 0.625 0.27
N -1.29842 -0.38806 1.47590 -1.970 -0.652 2.399 -0.21
N -0.02638 0.29381 -0.10920 0.999 3.079 -1.015 -0.25
N 1.27861 -1.05677 -1.27732 -1.696 -2.166 1.268 -0.43
N -0.39161 -0.69853 0.62322 0.128 -0.375 -1.098 -0.14
O 2.84118 0.08742 -2.65532 -1.277 -1.003 0.728 -0.43
H -2.17242 1.57232 1.99700 0.547 -1.170 -0.269 0.24
H -0.15682 -1.57394 0.17601 -0.237 -0.695 0.841 0.44
```
Positions in Å, forces in eV/Å.

---

Entry 6:
C3H2N4O | ωB97M-V with the def2-TZVPD basis set

## Properties
Frontier orbital gap ... 9.6 eV
Total charge ... 0
E_HOMO ... -9.82 eV

```
10
Properties=species:S:1:pos:R:3:forces:R:3:nbo_charge:R:1
C 0.70002 0.60623 -1.62606 6.056 0.601 -5.294 0.15
C -0.04471 0.65642 0.21162 -1.107 -1.366 -1.919 0.57
C -0.67406 -0.69703 1.72511 -0.737 -0.739 -6.936 0.29
H 1.54489 1.07649 -2.33136 -2.561 -1.824 0.409 0.20
H -0.96664 -0.98754 2.66547 -0.670 -0.511 1.923 0.21
N 0.69938 1.40359 -0.56312 -2.438 0.124 2.118 -0.48
N -0.62827 -1.54696 0.59415 0.766 4.874 3.079 -0.19
N -0.30180 -0.58391 -0.44252 -0.935 -0.012 5.016 -0.10
N 0.30301 -0.68085 -1.65750 -0.345 2.795 1.718 -0.24
O -0.63183 0.75357 1.42421 1.972 -3.942 -0.114 -0.40
```
Positions in Å, forces in eV/Å.

---

Entry 7:
C3H2N4O | ωB97M-V with the def2-TZVPD basis set

## Properties
Frontier orbital gap ... 8.7 eV
Total charge ... 0
E_HOMO ... -10.32 eV

```
10
Properties=species:S:1:pos:R:3:forces:R:3:nbo_charge:R:1
C 1.03285 -0.12552 0.17302 5.247 -3.457 -3.227 0.42
C 0.73240 1.45916 -0.07154 0.711 -5.286 1.077 0.04
C -0.04512 -1.29144 0.43492 -0.501 -1.132 -0.299 0.03
H 1.50750 2.04439 -0.41662 1.580 1.347 -0.517 0.22
H 0.35762 -2.17958 0.97438 -0.154 0.759 -0.510 0.23
N -0.44120 1.78687 0.04531 -4.092 0.193 1.009 -0.20
N -1.20689 0.55042 0.53094 0.857 0.317 -4.259 -0.04
N -1.37505 -0.14497 -0.59881 -1.077 2.263 2.335 -0.02
N -1.20630 -1.44218 -0.26935 3.326 1.521 1.900 -0.20
O 2.17752 -0.67112 -0.21660 -5.896 3.476 2.492 -0.48
```
Positions in Å, forces in eV/Å.

---

Entry 8:
C3H2N4O2 | ωB97M-V with the def2-TZVPD basis set

## Properties
Frontier orbital gap ... 9.2 eV
Total charge ... 0
E_HOMO ... -9.69 eV

```
11
Properties=species:S:1:pos:R:3:forces:R:3:nbo_charge:R:1
C 0.67953 0.17900 -0.98807 1.365 2.774 -3.191 0.66
C -0.26688 1.12853 -0.17229 1.332 -2.550 -2.586 -0.24
C -1.04772 0.10271 0.38979 -7.967 1.597 1.714 0.58
N 0.94890 2.02421 1.69329 -3.765 -0.461 -3.435 0.07
N 0.23087 1.69524 0.83937 6.686 2.788 5.639 0.11
N 0.78010 -1.05563 -0.32703 -0.142 2.176 -0.292 -0.49
N -0.54143 -1.07944 0.23594 2.770 -3.663 -0.216 -0.43
O 1.02836 0.55494 -2.09486 0.507 -1.606 1.842 -0.50
O -2.15855 0.39003 0.88133 1.378 -1.393 0.093 -0.60
H 1.15825 -1.90880 -0.74150 -0.606 0.550 -0.297 0.42
H -0.81143 -2.03077 0.28404 -1.558 -0.212 0.731 0.42
```
Positions in Å, forces in eV/Å.

---

Entry 9:
C3H2N4S | ωB97M-V with the def2-TZVPD basis set

## Properties
Frontier orbital gap ... 7.8 eV
Total charge ... 0
E_HOMO ... -9.34 eV

```
10
Properties=species:S:1:pos:R:3:forces:R:3:nbo_charge:R:1
C 0.19469 0.18131 0.86155 -3.653 1.492 -0.183 0.18
C 1.44907 -0.04861 -1.03728 -3.198 -0.913 5.364 0.07
C 0.26997 -0.19050 -1.84809 -1.954 -1.651 4.077 0.01
H 2.38738 -0.11487 -1.37457 3.432 -0.202 -1.590 0.20
H 0.26360 0.32952 -2.74342 -0.684 0.391 -1.977 0.21
N 1.36050 -0.06818 0.32321 2.960 1.244 -4.409 -0.35
N -0.80852 -0.86247 -1.37570 2.134 1.016 -1.323 -0.20
N -0.80049 -1.63227 -0.22890 1.221 2.683 1.891 0.05
N -0.39166 -1.11111 0.89314 -1.493 -2.127 -1.782 -0.16
S -0.60326 1.61565 1.18617 1.236 -1.932 -0.068 -0.01
```
Positions in Å, forces in eV/Å.

---

Entry 10:
C3H2NO2Se | ωB97M-V with the def2-TZVPD basis set

## Properties
Frontier orbital gap ... 8.5 eV
Total charge ... -1
E_HOMO ... -5.26 eV

```
9
Properties=species:S:1:pos:R:3:forces:R:3:nbo_charge:R:1
C 0.93495 1.34030 0.82882 -1.934 -1.953 -1.952 0.15
C -1.52180 -0.13525 -0.68508 0.935 -0.596 1.877 0.71
C 0.05097 -0.12950 -0.40428 0.005 2.002 1.276 -0.35
N 1.59750 1.80345 1.64630 0.478 0.526 0.493 -0.54
O -1.97960 -1.17948 -0.15271 -0.320 0.182 -0.527 -0.74
O -2.02685 0.80022 -1.25674 -0.506 0.862 -0.981 -0.68
Se 0.37055 -1.65162 0.64071 2.517 0.770 -0.573 0.23
H 0.71391 0.20942 -1.18539 0.142 -0.449 -0.182 0.20
H 1.86036 -1.05754 0.56837 -1.317 -1.344 0.570 0.02
```
Positions in Å, forces in eV/Å.

---

Energy relative to the best compared isomer or geometry (same formula, charge and spin) values, unit kJ/mol, following the record order: 429.7, 481.8, 278.9, 462.9, 418.1, 227.5, 515.2, 317.9, 323.5, 207.3.